ORCA calculation (ωB97M-V with the def2-TZVPD basis set) on C4H5FO in the gas phase at a distorted geometry.

SMILES: C/C(F)=C/C=O
Orbital gap: 0.375 hartree

Last column: natural (NBO) charge in e.
Cartesian coordinates (Å):
1 C 0.882 -0.257 -2.124  -0.704
2 C 0.488 -0.298 -0.687  0.487
3 C -0.152 0.567 0.132  -0.421
4 C -0.779 0.426 1.468  0.391
5 H 1.940 0.040 -2.218  0.245
6 H 0.171 0.361 -2.698  0.240
7 H 0.807 -1.242 -2.697  0.248
8 H -0.514 1.503 -0.417  0.234
9 H -0.770 -0.547 1.894  0.135
10 O -1.317 1.418 1.971  -0.514
11 F 0.697 -1.565 -0.263  -0.340



ORCA calculation (ωB97M-V with the def2-TZVPD basis set) on a molecular structure, C52H27F21GeInN3O7P2S4 at a distorted geometry.

Orbital gap: 0.289 hartree

Last column: Mulliken charge in e.
Cartesian coordinates (Å):
1 In -0.355 0.496 -0.040  1.558
2 F -0.466 4.023 3.001  -0.187
3 C -1.257 3.138 3.612  0.522
4 F -2.485 3.626 3.645  -0.192
5 F -0.823 2.990 4.859  -0.212
6 S -1.122 1.532 2.654  1.317
7 O -1.504 1.916 1.311  -1.060
8 O 0.249 1.158 2.802  -0.775
9 N -2.178 0.609 3.340  -0.703
10 S -2.316 -0.779 2.597  1.029
11 O -1.214 -0.928 1.674  -0.433
12 O -2.628 -1.851 3.464  -0.676
13 C -3.780 -0.560 1.434  0.749
14 F -4.176 -1.712 0.911  -0.222
15 F -3.401 0.231 0.416  -0.167
16 F -4.824 0.010 2.026  -0.256
17 C 3.793 -1.854 0.011  -1.307
18 N 2.461 -1.277 -0.134  0.742
19 P 1.711 -0.577 1.236  1.888
20 C 3.051 0.296 2.117  0.623
21 C 3.924 -0.383 2.962  -0.528
22 C 4.983 0.290 3.549  -0.743
23 C 5.179 1.638 3.294  -0.618
24 C 4.300 2.321 2.468  -0.926
25 C 3.235 1.654 1.886  -0.767
26 C 1.302 -1.970 2.312  0.123
27 C 1.046 -3.234 1.793  -0.801
28 C 0.504 -4.218 2.601  -0.630
29 C 0.194 -3.940 3.922  -0.613
30 C 0.466 -2.687 4.449  -0.749
31 C 1.019 -1.704 3.651  -0.828
32 P 1.943 -0.619 -1.636  1.403
33 C 3.516 -0.010 -2.331  0.697
34 C 4.055 1.102 -1.691  -0.250
35 C 5.187 1.716 -2.188  -1.018
36 C 5.778 1.229 -3.343  -0.702
37 C 5.241 0.128 -3.989  -0.769
38 C 4.107 -0.491 -3.490  -0.725
39 C 1.516 -2.060 -2.667  1.026
40 C 0.786 -1.615 -3.862  -1.006
41 C 0.336 -2.383 -4.850  -0.043
42 C 0.508 -3.833 -4.944  -0.821
43 C 0.852 -4.686 -3.987  -0.365
44 C 1.619 -3.300 -2.191  -1.260
45 H 4.530 -1.114 0.334  0.160
46 H 4.112 -2.270 -0.944  0.592
47 H 3.765 -2.654 0.752  0.344
48 H 3.775 -1.434 3.165  0.446
49 H 5.658 -0.244 4.202  0.451
50 H 6.013 2.154 3.749  0.422
51 H 4.446 3.373 2.277  0.518
52 H 2.529 2.187 1.260  0.669
53 H 1.256 -3.444 0.754  0.596
54 H 0.297 -5.194 2.187  0.425
55 H -0.278 -4.693 4.534  0.393
56 H 0.225 -2.468 5.478  0.419
57 H 1.210 -0.717 4.045  0.460
58 H 3.566 1.490 -0.807  0.272
59 H 5.593 2.587 -1.693  0.509
60 H 6.659 1.708 -3.742  0.415
61 H 5.692 -0.245 -4.896  0.460
62 H 3.677 -1.343 -3.996  0.417
63 H 0.638 -0.543 -3.908  0.053
64 H -0.192 -1.926 -5.675  0.578
65 H 0.333 -4.257 -5.922  0.373
66 H 0.957 -5.743 -4.205  0.431
67 H 2.157 -3.485 -1.272  0.551
68 F -1.321 5.113 -4.764  -0.381
69 C -0.215 4.442 -5.136  0.555
70 C 0.319 3.549 -4.227  -0.579
71 C 1.421 2.816 -4.626  -0.394
72 F 1.898 1.880 -3.801  0.852
73 C 2.017 3.003 -5.871  -0.177
74 F 3.081 2.281 -6.240  -0.294
75 C 1.486 3.947 -6.746  0.465
76 F 2.060 4.162 -7.929  -0.312
77 C 0.345 4.661 -6.385  0.176
78 F -0.185 5.540 -7.237  -0.311
79 Ge -0.675 3.348 -2.483  1.666
80 S 0.652 2.568 -0.940  -0.259
81 C -0.915 5.174 -1.704  -0.180
82 C -1.686 5.212 -0.554  0.082
83 F -2.292 4.074 -0.190  -0.372
84 C -1.836 6.366 0.200  0.035
85 F -2.600 6.384 1.292  -0.328
86 C -1.159 7.519 -0.193  0.603
87 F -1.272 8.639 0.522  -0.311
88 C -0.350 7.498 -1.324  0.065
89 F 0.315 8.598 -1.689  -0.307
90 C -0.233 6.322 -2.056  0.046
91 F 0.571 6.295 -3.129  -0.317
92 C -2.414 2.800 -3.332  0.199
93 C -3.615 3.468 -3.190  0.509
94 F -3.712 4.484 -2.333  -0.235
95 C -4.730 3.145 -3.960  0.123
96 F -5.877 3.805 -3.796  -0.326
97 C -4.637 2.150 -4.928  0.720
98 F -5.684 1.857 -5.697  -0.324
99 C -3.429 1.478 -5.101  -0.491
100 F -3.311 0.545 -6.055  -0.394
101 C -2.350 1.808 -4.293  0.613
102 F -1.177 1.181 -4.479  -0.414
103 O -1.871 0.309 -1.917  -0.788
104 C -1.711 -0.926 -1.834  0.561
105 N -0.883 -1.428 -0.948  0.158
106 S -0.916 -3.121 -0.762  0.105
107 O 1.113 -4.489 -2.650  -0.349
108 O -1.851 -3.427 0.308  -0.762
109 C -1.950 -3.227 -2.267  0.973
110 C -2.423 -4.348 -2.910  -0.947
111 C -3.349 -4.178 -3.935  -0.796
112 C -3.799 -2.912 -4.284  -0.822
113 C -3.299 -1.784 -3.652  -0.239
114 C -2.361 -1.957 -2.650  -0.511
115 H -2.097 -5.330 -2.606  0.608
116 H -3.737 -5.044 -4.452  0.431
117 H -4.539 -2.795 -5.061  0.483
118 H -3.632 -0.789 -3.897  0.613



ORCA calculation (ωB97M-V with the def2-TZVPD basis set) on a gas-phase ion, C7H11N4S (charge +1) at a distorted geometry.

Orbital gap (alpha / beta): 0.289 / 0.263 hartree
Net charge: +1

Last column: natural (NBO) charge in e.
Cartesian coordinates (Å):
1 C 1.804 -1.789 1.581  -0.029
2 C 1.031 -2.918 1.710  -0.408
3 C 0.251 -1.279 0.117  -0.048
4 C 0.308 1.803 -0.410  0.710
5 C -1.643 1.130 0.856  -0.130
6 C -0.432 -0.488 -0.819  0.222
7 C -1.489 -0.988 -1.728  -0.669
8 N 1.358 -0.887 0.707  -0.438
9 N 0.236 0.721 -1.195  -0.597
10 N -0.584 2.007 0.550  -0.605
11 N 1.242 2.727 -0.651  -0.758
12 S -0.313 -2.862 0.662  0.462
13 H 2.712 -1.597 2.121  0.228
14 H 1.189 -3.751 2.363  0.260
15 H -2.594 1.321 0.392  0.192
16 H -1.610 0.639 1.811  0.197
17 H -2.103 -0.173 -2.102  0.242
18 H -2.118 -1.718 -1.227  0.245
19 H -1.031 -1.481 -2.589  0.240
20 H 0.983 0.599 -1.868  0.418
21 H -0.462 2.842 1.115  0.420
22 H 2.012 2.559 -1.273  0.427
23 H 1.252 3.582 -0.122  0.420



ORCA calculation (ωB97M-V with the def2-TZVPD basis set) on 14 unconnected molecules or ions with the total composition C32H96N4O14 at a distorted geometry.

Orbital gap: 0.320 hartree

Last column: Mulliken charge in e.
Cartesian coordinates (Å):
1 O 4.586 1.526 1.633  -0.787
2 H 4.324 1.449 2.560  0.330
3 H 3.774 1.335 1.133  0.225
4 O 1.247 0.470 3.075  -0.643
5 H 0.442 0.376 2.526  0.349
6 H 1.284 -0.335 3.606  0.149
7 C -1.717 5.519 -1.607  -0.876
8 C -0.713 6.272 -0.752  -0.038
9 O 0.559 6.165 -1.428  -0.427
10 H -2.759 5.675 -1.308  0.450
11 H -1.523 4.456 -1.752  -0.043
12 H -1.727 5.865 -2.649  0.233
13 H -0.687 5.715 0.191  0.001
14 H -0.952 7.328 -0.645  0.480
15 H 1.061 6.959 -1.221  0.233
16 C -4.599 1.582 -1.400  -0.241
17 C -4.891 1.016 -2.805  -0.473
18 O -3.674 0.561 -3.376  -0.481
19 H -4.045 2.519 -1.456  0.104
20 H -3.934 0.905 -0.856  -0.267
21 H -5.497 1.722 -0.792  0.356
22 H -5.239 1.893 -3.357  0.285
23 H -5.694 0.279 -2.852  0.387
24 H -3.438 -0.308 -3.033  0.187
25 C 3.959 2.039 -2.500  -0.264
26 C 5.474 2.265 -2.769  -0.520
27 O 6.258 1.378 -2.003  -0.490
28 H 3.635 1.317 -3.243  0.588
29 H 3.529 3.010 -2.773  0.105
30 H 3.763 1.920 -1.441  -0.252
31 H 5.740 3.309 -2.577  0.322
32 H 5.568 2.147 -3.856  0.300
33 H 6.990 1.838 -1.591  0.283
34 C 1.576 -2.918 5.216  -0.835
35 C 2.085 -3.310 3.840  0.148
36 O 2.480 -2.144 3.113  -0.317
37 H 2.367 -2.394 5.757  0.323
38 H 1.312 -3.798 5.800  0.420
39 H 0.699 -2.286 5.088  -0.216
40 H 1.187 -3.658 3.300  -0.030
41 H 2.840 -4.098 3.828  0.390
42 H 2.679 -2.418 2.209  0.000
43 C -5.542 -1.004 1.600  -0.822
44 C -5.624 -2.454 2.143  -0.420
45 O -4.342 -3.037 1.970  -0.388
46 H -4.599 -0.534 1.884  0.154
47 H -6.351 -0.331 1.886  0.452
48 H -5.468 -1.110 0.513  0.180
49 H -6.417 -2.998 1.638  0.364
50 H -5.894 -2.352 3.200  0.265
51 H -3.843 -2.811 2.778  0.282
52 C -0.943 -5.759 1.345  -0.444
53 C -1.539 -7.140 1.443  -0.472
54 O -2.444 -7.311 0.346  -0.511
55 H -0.260 -5.574 2.172  0.233
56 H -1.690 -4.967 1.289  0.032
57 H -0.415 -5.703 0.390  0.301
58 H -2.152 -7.286 2.342  0.291
59 H -0.834 -7.976 1.435  0.321
60 H -3.015 -8.076 0.394  0.274
61 C -2.412 -0.929 6.171  -0.586
62 C -3.675 -1.584 5.574  -0.400
63 O -3.321 -2.493 4.513  -0.399
64 H -2.470 -1.032 7.257  0.336
65 H -2.430 0.145 5.984  0.303
66 H -1.518 -1.329 5.711  -0.129
67 H -4.241 -0.788 5.089  0.206
68 H -4.331 -2.050 6.308  0.458
69 H -3.018 -3.331 4.880  0.182
70 C -5.406 -4.474 -2.526  -1.167
71 C -4.236 -4.719 -1.617  -0.081
72 O -3.713 -3.440 -1.159  -0.377
73 H -6.282 -4.097 -1.998  0.261
74 H -5.786 -5.461 -2.836  0.388
75 H -5.129 -3.916 -3.417  0.285
76 H -3.399 -5.249 -2.085  0.261
77 H -4.532 -5.297 -0.735  0.286
78 H -3.657 -3.537 -0.199  0.087
79 C 4.993 -5.649 0.549  -1.641
80 C 4.936 -4.134 0.572  0.810
81 C 3.697 -3.576 -0.110  -1.073
82 O 3.558 -2.182 -0.062  0.010
83 C 4.631 -1.494 -0.661  -0.379
84 N 5.017 -3.731 1.990  -0.525
85 H 4.235 -6.145 1.163  0.340
86 H 5.939 -6.118 0.818  0.378
87 H 4.748 -6.006 -0.460  0.386
88 H 5.838 -3.777 0.061  0.194
89 H 2.825 -4.101 0.285  0.200
90 H 3.742 -3.826 -1.178  0.586
91 H 4.821 -1.870 -1.678  0.362
92 H 5.591 -1.546 -0.140  0.256
93 H 4.348 -0.451 -0.773  -0.388
94 H 5.156 -2.733 2.171  0.194
95 H 5.928 -4.044 2.332  0.301
96 C -2.743 2.015 -6.971  -1.491
97 C -1.518 2.117 -6.082  0.385
98 C -1.583 3.347 -5.178  -0.675
99 O -0.443 3.425 -4.335  0.207
100 C 0.622 4.247 -4.774  -0.623
101 N -1.348 0.900 -5.267  -0.741
102 H -2.895 2.957 -7.506  0.373
103 H -3.614 1.755 -6.367  0.227
104 H -2.570 1.277 -7.755  0.371
105 H -0.636 2.122 -6.732  0.344
106 H -2.448 3.223 -4.515  0.119
107 H -1.660 4.321 -5.685  0.481
108 H 1.380 4.184 -3.999  -0.072
109 H 0.174 5.239 -4.847  0.353
110 H 1.103 3.967 -5.714  0.235
111 H -2.129 0.790 -4.614  0.450
112 H -0.542 1.101 -4.678  0.275
113 C 3.757 5.053 -0.136  -0.783
114 C 3.317 5.191 1.302  0.185
115 C 1.997 4.410 1.519  1.211
116 O 1.546 4.668 2.829  -0.529
117 C 0.398 3.939 3.212  -0.540
118 N 4.349 4.621 2.183  -0.750
119 H 2.919 5.205 -0.823  0.077
120 H 4.219 4.088 -0.354  -0.128
121 H 4.479 5.848 -0.342  0.470
122 H 3.089 6.256 1.419  0.309
123 H 2.281 3.347 1.474  -0.528
124 H 1.280 4.681 0.730  -0.267
125 H -0.168 4.572 3.907  0.315
126 H 0.652 3.054 3.796  0.175
127 H -0.257 3.811 2.348  0.198
128 H 3.991 4.686 3.133  0.401
129 H 4.404 3.622 1.983  0.259
130 C 0.814 2.078 -1.358  -0.366
131 C 0.707 1.249 -0.077  0.873
132 C -0.471 0.276 -0.139  -0.656
133 O -0.700 -0.281 1.147  -0.235
134 C -1.487 -1.445 1.131  -0.480
135 N 1.985 0.578 0.163  0.841
136 H -0.033 2.761 -1.468  -0.531
137 H 0.882 1.481 -2.264  0.435
138 H 1.644 2.745 -1.126  -0.420
139 H 0.650 1.913 0.795  -0.410
140 H -0.268 -0.536 -0.854  0.448
141 H -1.385 0.793 -0.471  0.151
142 H -2.381 -1.323 0.506  0.104
143 H -1.873 -1.627 2.135  -0.010
144 H -0.916 -2.313 0.781  0.417
145 H 2.127 -0.197 -0.492  0.170
146 H 1.897 0.048 1.034  -0.091



ORCA calculation (ωB97M-V with the def2-TZVPD basis set) on a molecular structure, C24H20BrN4O2PdS at a distorted geometry.

⟨S²⟩: 2.03
2S+1: 3
Orbital gap (alpha / beta): 0.266 / 0.207 hartree
Net charge: +1

Last column: Löwdin spin population.
Cartesian coordinates (Å):
1 Pd -0.158 0.640 -0.460  0.938
2 C 1.820 -4.475 2.742  0.000
3 C 2.137 -3.222 1.993  0.000
4 C 3.253 -3.124 1.170  0.001
5 C 3.517 -1.947 0.490  0.000
6 C 2.672 -0.860 0.631  0.001
7 C 1.563 -0.928 1.463  0.006
8 C 1.299 -2.115 2.130  0.001
9 S 3.148 0.627 -0.248  0.014
10 O 4.027 1.410 0.567  0.022
11 O 3.574 0.262 -1.567  0.051
12 N 1.675 1.390 -0.431  0.415
13 C 1.534 2.668 -0.835  0.021
14 C 2.523 3.665 -0.783  0.119
15 C 2.184 4.939 -1.195  -0.010
16 C 0.885 5.197 -1.630  0.133
17 C -0.039 4.155 -1.649  0.016
18 N 0.273 2.927 -1.273  0.119
19 H 2.473 -5.293 2.457  0.000
20 H 0.785 -4.765 2.567  0.000
21 H 1.944 -4.305 3.811  0.000
22 H 3.918 -3.967 1.062  0.000
23 H 4.376 -1.852 -0.152  0.000
24 H 0.943 -0.041 1.658  0.004
25 H 0.447 -2.179 2.793  0.000
26 H 3.492 3.421 -0.382  0.006
27 H 2.922 5.728 -1.160  -0.003
28 H 0.589 6.190 -1.932  0.007
29 H -1.060 4.309 -1.978  -0.001
30 Br -5.734 4.971 0.318  0.000
31 C -4.651 3.425 0.185  -0.001
32 C -3.297 3.500 0.500  0.001
33 C -2.517 2.369 0.416  0.006
34 C -3.066 1.152 -0.023  0.006
35 C -4.430 1.095 -0.335  0.000
36 C -5.216 2.221 -0.215  0.000
37 N -2.175 0.097 -0.168  0.036
38 C -2.522 -1.141 -0.291  0.016
39 C -1.517 -2.131 -0.611  0.005
40 C -1.753 -3.507 -0.540  0.003
41 C -0.751 -4.377 -0.932  0.001
42 C 0.464 -3.861 -1.368  0.003
43 C 0.628 -2.484 -1.407  0.006
44 N -0.332 -1.646 -1.045  0.054
45 H -2.873 4.440 0.814  0.000
46 H -1.460 2.403 0.718  0.005
47 H -4.886 0.190 -0.701  0.000
48 H -6.269 2.173 -0.440  0.000
49 H -3.550 -1.475 -0.170  0.001
50 H -2.703 -3.883 -0.194  0.000
51 H -0.918 -5.442 -0.915  0.000
52 H 1.263 -4.505 -1.698  0.000
53 H 1.553 -2.039 -1.758  0.000



ORCA calculation (ωB97M-V with the def2-TZVPD basis set) on C6H5F3N2O2 in the gas phase at a distorted geometry.

SMILES: NC(=O)[C@@H](c1cnco1)C(F)(F)F
Orbital gap: 0.368 hartree

Last column: natural (NBO) charge in e.
Cartesian coordinates (Å):
1 C 0.534 1.542 -0.859  -0.117
2 C 2.383 1.490 0.119  0.303
3 C 0.437 0.677 0.205  0.237
4 C -0.571 -1.595 -0.230  0.698
5 C -0.709 -0.253 0.548  -0.448
6 C -2.068 0.345 0.289  1.005
7 N 1.775 2.070 -0.833  -0.450
8 N 0.562 -2.270 -0.040  -0.865
9 O -1.448 -1.969 -0.927  -0.536
10 O 1.639 0.600 0.770  -0.403
11 F -2.267 1.505 0.925  -0.311
12 F -2.280 0.484 -1.049  -0.311
13 F -2.986 -0.517 0.813  -0.323
14 H -0.020 1.964 -1.662  0.242
15 H 3.470 1.659 0.423  0.205
16 H -0.547 -0.592 1.535  0.262
17 H 1.498 -1.879 -0.032  0.405
18 H 0.599 -3.261 0.005  0.408



For reference, DFT total energy by record: -330.47115, -9328.35469, -890.25423, -2549.00131, -4395.89093, -791.22148 Ha.